37
Properties=species:S:1:pos:R:3:lowdin_charge:R:1 method="wB97M-V/def2-TZVPD" homo_energy_ev=-8.59 spin_multiplicity=1 relative_energy_kcal_mol=4.8 gap_ev=8.49 energy_ev=-32721.831 e_lumo_ev=-0.102
C -0.148 6.172 -3.214 -0.018
C 0.258 4.811 -3.725 -0.409
O 0.569 4.635 -4.883 0.080
C 0.261 3.695 -2.748 -0.162
C -0.084 3.840 -1.405 -0.016
C -0.062 2.762 -0.543 -0.032
C 0.309 1.502 -1.007 -0.217
C 0.655 1.348 -2.354 -0.001
C 0.631 2.427 -3.205 -0.006
H 0.898 2.317 -4.245 0.119
H 0.943 0.372 -2.719 0.118
N 0.364 0.356 -0.226 0.092
C 0.116 0.142 1.074 -0.784
S -0.368 1.213 2.230 0.700
N 0.293 -1.171 1.507 0.081
C 0.660 -2.276 0.790 -0.435
O 0.914 -2.239 -0.399 0.075
C 0.714 -3.542 1.608 -0.077
H 1.023 -4.341 0.933 0.123
H 1.485 -3.432 2.373 0.132
C -0.641 -3.894 2.268 -0.420
C -0.622 -3.621 3.771 -0.073
H -1.586 -3.870 4.207 0.082
H -0.417 -2.577 3.999 0.067
H 0.138 -4.231 4.256 0.086
C -0.978 -5.363 2.016 -0.078
H -1.934 -5.614 2.468 0.079
H -1.042 -5.564 0.949 0.081
H -0.215 -6.007 2.447 0.084
H -1.428 -3.284 1.810 0.138
H 0.094 -1.288 2.493 0.091
H 0.651 -0.494 -0.729 0.113
H -0.333 2.901 0.490 0.021
H -0.376 4.801 -1.013 0.109
H -0.106 6.887 -4.032 0.083
H 0.525 6.491 -2.422 0.087
H -1.161 6.137 -2.820 0.087

=====

133
Properties=species:S:1:pos:R:3:lowdin_charge:R:1 method="wB97M-V/def2-TZVPD" homo_energy_ev="-11.49 / -11.48" spin_multiplicity=2 relative_energy_kcal_mol=0.0 gap_ev="4.85 / 3.99" energy_ev=-188012.454 e_lumo_ev="-6.640 / -7.487" charge=+2
Pd -0.304 -0.241 -0.189 0.301
F 5.688 0.183 4.291 0.164
C 4.401 -0.024 4.085 -0.126
C 3.513 -0.025 5.151 -0.128
F 3.946 0.181 6.383 0.158
C 2.170 -0.242 4.905 -0.206
F 1.331 -0.214 5.945 0.104
C 1.661 -0.488 3.632 -0.186
P -0.164 -0.679 3.459 0.822
C -0.774 0.984 3.834 -0.259
C -0.982 1.836 2.755 -0.089
C -1.342 3.156 2.973 -0.085
C -1.487 3.631 4.269 -0.061
C -1.313 2.774 5.346 -0.054
C -0.961 1.451 5.134 -0.065
C -0.748 -1.841 4.701 -0.289
C -2.110 -1.780 4.993 -0.093
C -2.659 -2.676 5.897 -0.062
C -1.848 -3.619 6.514 -0.057
C -0.494 -3.682 6.215 -0.054
C 0.061 -2.799 5.301 -0.064
C 2.572 -0.465 2.571 -0.468
Br 2.108 -0.810 0.768 1.083
C 3.923 -0.239 2.804 -0.254
F 4.777 -0.235 1.784 0.085
H -0.865 1.450 1.751 0.033
H -1.498 3.817 2.129 0.091
H -1.734 4.669 4.443 0.112
H -1.434 3.140 6.357 0.115
H -0.838 0.784 5.977 0.109
H -2.728 -1.032 4.507 0.116
H -3.715 -2.628 6.129 0.111
H -2.270 -4.308 7.232 0.114
H 0.135 -4.416 6.699 0.115
H 1.115 -2.848 5.057 0.114
C 4.382 3.119 0.924 -0.059
C 3.237 3.743 1.400 -0.060
C 2.003 3.447 0.845 -0.097
C 1.911 2.524 -0.196 -0.475
C 3.065 1.913 -0.686 -0.144
C 4.297 2.217 -0.129 -0.067
P 0.296 2.073 -0.872 1.204
C -0.017 3.386 -2.026 -0.400
C 0.939 4.382 -2.302 -0.052
C 0.631 5.413 -3.167 -0.044
C -0.623 5.481 -3.765 -0.028
C -1.574 4.500 -3.504 -0.056
C -1.268 3.460 -2.652 -0.118
C 0.952 0.121 -3.607 -0.132
C 1.983 0.783 -4.263 0.021
C 3.296 0.375 -3.999 -0.061
C 3.603 -0.682 -3.155 0.004
C 2.571 -1.390 -2.499 -0.200
C 2.650 -2.566 -1.719 -0.075
C 1.491 -3.164 -1.255 -0.114
C 0.200 -2.670 -1.492 -0.022
C 0.074 -1.486 -2.240 -0.319
C 1.283 -0.898 -2.714 -0.151
H 5.348 3.334 1.362 0.116
H 3.309 4.470 2.197 0.114
H 1.111 3.938 1.217 0.101
H 3.001 1.200 -1.498 0.071
H 5.189 1.746 -0.519 0.118
H 1.915 4.337 -1.839 0.108
H 1.373 6.172 -3.378 0.119
H -0.858 6.298 -4.434 0.120
H -2.556 4.557 -3.957 0.112
H -1.995 2.686 -2.461 0.039
H 1.769 1.577 -4.966 0.121
H 4.111 0.877 -4.505 0.114
H 4.632 -0.984 -3.010 0.127
H 3.607 -3.035 -1.533 0.124
H 1.587 -4.083 -0.691 0.117
H -0.663 -3.256 -1.213 0.099
N -2.844 0.937 -6.217 0.169
C -2.162 0.156 -5.350 -0.513
N -2.584 -1.132 -5.195 0.168
N -1.168 0.679 -4.696 0.153
C -0.489 0.037 -3.730 -0.317
N -1.014 -0.894 -2.881 0.103
H -3.429 0.520 -6.923 0.111
H -2.441 1.836 -6.424 0.110
H -2.948 -1.607 -6.008 0.112
H -1.980 -1.683 -4.592 0.085
C -7.386 2.385 3.315 -0.030
C -6.615 1.957 2.104 -0.238
C -5.531 2.689 1.635 0.007
C -4.817 2.297 0.513 -0.303
C -3.661 3.133 0.045 -0.077
C -5.205 1.140 -0.172 -0.374
Te -4.179 0.575 -1.945 1.734
N -2.523 -0.166 0.016 0.002
C -2.499 -1.302 0.269 -0.208
O -0.530 -1.141 2.087 -0.419
C -2.805 -2.688 0.362 -0.224
C -3.320 -3.285 -0.800 -0.054
C -3.610 -4.635 -0.799 -0.057
C -3.403 -5.389 0.351 -0.048
C -2.919 -4.790 1.506 -0.043
C -2.611 -3.441 1.519 -0.003
C -6.001 0.530 -3.060 -0.443
C -6.399 -0.676 -3.634 -0.158
C -7.562 -0.756 -4.377 -0.068
C -8.343 0.380 -4.546 -0.046
C -7.958 1.573 -3.960 -0.026
C -6.788 1.675 -3.209 -0.297
C -6.421 2.997 -2.594 -0.046
C -6.269 0.357 0.306 -0.274
C -6.681 -0.945 -0.329 -0.044
C -6.955 0.786 1.432 0.006
H -6.991 3.308 3.734 0.081
H -7.352 1.609 4.081 0.092
H -8.436 2.540 3.061 0.093
H -5.240 3.593 2.156 0.125
H -3.377 3.849 0.812 0.074
H -3.922 3.703 -0.850 0.073
H -2.798 2.500 -0.181 0.023
H -3.467 -2.678 -1.686 0.097
H -3.991 -5.107 -1.694 0.114
H -3.609 -6.451 0.341 0.116
H -2.773 -5.380 2.401 0.116
H -2.216 -2.972 2.409 0.094
H -5.804 -1.567 -3.477 0.095
H -7.866 -1.698 -4.813 0.114
H -9.251 0.333 -5.131 0.117
H -8.575 2.454 -4.086 0.124
H -6.740 3.822 -3.230 0.094
H -5.341 3.066 -2.443 0.029
H -6.912 3.117 -1.627 0.100
H -5.824 -1.456 -0.773 0.043
H -7.422 -0.779 -1.110 0.088
H -7.122 -1.606 0.416 0.094
H -7.777 0.185 1.805 0.132

=====

12
Properties=species:S:1:pos:R:3:lowdin_charge:R:1 method="wB97M-V/def2-TZVPD" homo_energy_ev=-8.32 spin_multiplicity=1 relative_energy_kcal_mol=37.0 gap_ev=9.42 energy_ev=-5182.133 e_lumo_ev=1.103
C -3.320 6.055 4.312 -0.055
H -2.741 6.420 3.461 0.013
H -2.928 6.282 5.298 0.013
H -3.461 4.984 4.139 0.016
H -4.272 6.576 4.186 0.012
N 0.896 -1.698 -2.400 0.071
C 1.174 -2.903 -1.791 -0.414
N 2.104 -3.082 -0.954 0.025
H 0.327 -1.667 -3.234 0.082
H 1.660 -1.039 -2.437 0.088
H 0.225 -3.462 -2.057 0.111
H 2.986 -3.433 -1.292 0.036

=====

What did the third record say?
12
Properties=species:S:1:pos:R:3:lowdin_charge:R:1 method="wB97M-V/def2-TZVPD" homo_energy_ev=-8.32 spin_multiplicity=1 relative_energy_kcal_mol=37.0 gap_ev=9.42 energy_ev=-5182.133 e_lumo_ev=1.103
C -3.320 6.055 4.312 -0.055
H -2.741 6.420 3.461 0.013
H -2.928 6.282 5.298 0.013
H -3.461 4.984 4.139 0.016
H -4.272 6.576 4.186 0.012
N 0.896 -1.698 -2.400 0.071
C 1.174 -2.903 -1.791 -0.414
N 2.104 -3.082 -0.954 0.025
H 0.327 -1.667 -3.234 0.082
H 1.660 -1.039 -2.437 0.088
H 0.225 -3.462 -2.057 0.111
H 2.986 -3.433 -1.292 0.036